Record 1
C9H18F4NOS | the ωB97M-V functional and the def2-TZVPD basis

```
34
Properties=species:S:1:pos:R:3:forces:R:3:mulliken_charge:R:1
C 4.2212 1.4850 -1.5345 0.185 -0.253 0.130 -1.2121
C 3.3736 0.3967 -0.8654 -0.088 0.081 -0.017 0.2900
F 3.7579 -0.8669 -1.3080 -0.130 0.572 0.218 -0.3181
C 1.8637 0.5117 -1.1725 0.345 -0.280 -0.229 -0.6701
S 1.1316 1.6761 -0.0128 0.005 0.047 0.235 0.0991
C -0.3918 2.2378 -0.8135 -0.245 0.014 -0.253 -0.4368
C -1.1393 0.9701 -1.2516 0.092 0.311 -0.192 -0.0541
C -2.6327 1.2104 -1.2608 -0.108 -0.076 0.154 0.6699
F -2.9407 2.3551 -1.8933 0.031 -0.071 0.001 -0.2747
F -3.1160 1.3105 -0.0027 0.113 0.000 -0.161 -0.2537
F -3.2822 0.2111 -1.8670 0.122 0.090 0.108 -0.2543
H 4.9824 1.8683 -0.8477 -0.145 -0.070 -0.158 0.3099
H 3.6165 2.3259 -1.8886 0.060 -0.086 0.003 0.3586
H 4.7443 1.0462 -2.3911 -0.210 0.118 0.088 0.3707
H 3.5126 0.4309 0.2274 0.020 -0.262 -0.237 0.3020
H 1.3654 -0.4419 -0.9603 0.026 0.116 0.036 0.4054
H 1.6660 0.8300 -2.1992 0.065 -0.011 0.120 0.4596
H 1.9159 2.7492 -0.2274 0.027 0.012 -0.075 0.2742
H -0.1632 2.8971 -1.6561 0.040 -0.091 0.249 0.4218
H -0.9326 2.7946 -0.0396 0.113 -0.108 -0.138 0.4757
H -0.8419 0.6853 -2.2648 -0.070 0.024 0.132 0.3746
H -0.8975 0.1361 -0.5880 -0.375 -0.175 -0.066 -0.2840
C -0.1977 -2.4095 2.4666 0.048 0.063 -0.060 -1.4711
C -0.9810 -1.9654 1.2577 -0.187 -0.252 0.162 0.9085
O -0.4171 -1.6010 0.2217 0.183 0.284 -0.016 -0.7385
N -2.3247 -1.9940 1.3318 0.151 0.077 -0.028 -0.1044
C -3.1558 -2.4006 2.4536 -0.027 0.009 -0.090 -0.9009
H 0.8607 -2.3370 2.2367 -0.002 -0.002 -0.021 0.3139
H -0.4222 -1.7814 3.3292 -0.014 -0.039 0.028 0.4035
H -0.4322 -3.4427 2.7216 -0.015 0.007 0.033 0.3965
H -2.7909 -1.7215 0.4793 -0.038 -0.029 -0.007 0.1866
H -3.7748 -3.2534 2.1769 0.012 -0.014 0.021 0.3167
H -3.8064 -1.5819 2.7602 0.014 -0.002 0.017 0.3065
H -2.5369 -2.6842 3.2974 0.004 -0.003 0.013 0.3290
```
Positions in Å, forces in eV/Å.

Summary:
Net charge: +1
Kohn-Sham gap: 9.428 eV
HOMO level: -12.751 eV

Record 2
C3H16O6 | the ωB97M-V functional and the def2-TZVPD basis

```
25
Properties=species:S:1:pos:R:3:forces:R:3:mulliken_charge:R:1
O 0.0290 -2.8943 1.8060 -0.065 -0.135 0.380 -0.5273
C -0.1493 -2.1899 0.8487 0.390 0.185 -0.409 0.0048
C 0.9197 -1.7773 -0.1493 -1.278 -1.088 0.727 -0.1284
C 0.4318 -2.2812 -1.5188 0.731 0.496 -0.557 -1.1041
H -1.1572 -1.7976 0.6144 -0.085 0.035 0.006 0.3487
H 1.8319 -2.3005 0.1113 0.281 0.274 0.261 0.2791
H 0.9772 -0.6993 0.0110 0.363 0.111 -0.675 0.1368
H -0.1154 -3.2225 -1.4737 -0.166 0.088 0.303 0.3996
H 1.3074 -2.5066 -2.1300 -0.017 0.118 -0.088 0.3218
H -0.1334 -1.5345 -2.0670 -0.215 -0.016 0.038 0.2588
H 0.1223 1.0685 -4.0580 0.330 0.297 -0.125 0.2732
H 1.4073 0.9391 -3.1599 0.143 0.283 -0.549 0.3339
O 0.4995 0.6605 -3.2787 -0.403 -0.634 0.553 -0.5898
H -2.4978 1.7919 1.3724 0.033 -0.162 -0.057 0.3092
H -1.4016 0.9085 1.9746 -0.551 -0.382 -0.310 0.3752
O -1.8362 1.1312 1.1281 0.170 0.310 0.301 -0.7010
H -0.7594 3.3603 -0.6102 0.047 0.070 -0.151 0.2984
H -0.6447 2.2146 0.3966 0.133 0.384 -0.177 0.3948
O -0.1538 2.9877 0.0347 -0.119 -0.296 0.289 -0.6623
H 1.8012 3.3128 -0.9119 0.027 0.337 -0.046 0.3070
H 1.5248 2.0839 -1.6238 -0.226 -0.028 -0.178 0.3280
O 2.0013 2.9082 -1.7645 0.181 -0.228 0.202 -0.6267
H -1.6093 -1.4451 3.2022 0.548 -0.119 0.044 0.3014
H -0.4939 -0.3831 3.6112 -0.305 -0.737 0.035 0.3354
O -1.4030 -0.5120 3.3066 0.052 0.839 0.185 -0.6664
```
Positions in Å, forces in eV/Å.

Summary:
Kohn-Sham gap: 10.234 eV
SMILES string: CCC=O.O.O.O.O.O
HOMO level: -9.807 eV
Energy above the lowest of the compared OMol25 structures with the same formula, charge and spin: 11.03 kcal/mol

Record 3
C3H5O3Zn | the ωB97M-V functional and the def2-TZVPD basis

```
12
Properties=species:S:1:pos:R:3:forces:R:3:mulliken_spin:R:1
H 1.3157 0.1370 1.2504 -0.175 0.089 -0.326 0.0026
C 1.3990 -0.3893 0.2865 0.859 -0.712 -0.065 0.0423
C 0.6649 0.4193 -0.8437 1.265 -0.959 -1.663 0.2192
O -0.5337 0.9806 -0.3343 0.311 0.659 0.260 0.0377
C -1.4482 0.2665 0.2383 -0.367 0.892 0.296 0.0044
O -2.4675 1.0068 0.4897 0.587 -0.695 -0.107 -0.0028
H 2.4531 -0.4637 -0.0146 -0.220 -0.279 0.166 0.0091
H 1.6696 0.8203 -1.2828 -2.011 1.957 1.246 0.0381
H -3.1658 0.5304 0.9608 -0.427 0.106 0.081 -0.0001
Zn -1.0291 -1.7574 0.8733 0.160 0.864 -0.577 -0.0123
O 0.7806 -1.6031 0.2086 -0.043 -0.544 0.252 0.6675
H 0.3612 0.0526 -1.8322 0.059 -1.378 0.437 -0.0056
```
Positions in Å, forces in eV/Å.

Summary:
Net charge: +2
Kohn-Sham gap (alpha / beta): 8.806 / 8.236 eV
HOMO level (alpha / beta): -20.640 / -20.917 eV
2S+1: 2
Energy above the lowest of the compared OMol25 structures with the same formula, charge and spin: 26.39 kcal/mol

Record 4
C12H21NSi | the ωB97M-V functional and the def2-TZVPD basis

```
35
Properties=species:S:1:pos:R:3:forces:R:3:mulliken_charge:R:1
C 0.1795 0.9079 -4.0308 -0.824 -0.290 0.422 -0.2486
C -0.3883 1.3751 -2.7577 0.768 -0.749 -0.169 -0.5632
C 1.4095 0.3570 -4.1149 -1.499 1.813 -2.702 -0.6511
C 0.4153 1.3353 -1.6864 0.285 0.000 -2.268 -0.4224
C 2.3761 0.3246 -3.0341 0.127 1.487 0.744 -0.2970
C 1.8639 0.9504 -1.8000 -1.377 -0.198 3.197 0.6587
C 2.1210 1.7038 0.5433 2.747 1.343 1.497 -1.4851
C 0.6647 -1.5812 0.6924 -1.875 -2.240 0.259 -0.3738
C -1.5437 -1.7164 4.1214 -0.319 3.468 -1.489 -1.0349
C -2.7591 -1.9858 1.1898 -1.014 1.888 0.492 -1.1919
C -2.1450 0.8662 2.0613 0.771 -1.618 2.486 -0.8609
C 2.5875 1.0560 -0.6624 -0.456 0.743 -1.190 -0.3417
N 0.0724 -1.0748 1.6907 0.101 -0.159 -1.063 -0.2115
Si -1.5590 -0.9912 2.3272 -0.785 0.189 -0.505 0.2402
H -0.6493 0.9635 -4.7436 1.140 -0.498 -0.875 0.2993
H -1.4766 1.5957 -2.7262 1.008 0.038 0.179 0.3323
H 1.7721 0.0228 -5.0873 -0.232 -0.161 0.128 0.3546
H -0.0942 1.6515 -0.8451 -0.054 0.350 2.287 0.1851
H 2.5552 -0.7037 -2.9817 0.921 -1.806 0.909 0.2731
H 2.9090 2.2119 1.1937 -0.563 -0.441 -1.297 0.3148
H 1.3547 2.3572 0.4373 -2.140 2.403 -0.729 0.5026
H 1.7238 1.0667 1.2235 -1.223 -2.696 2.151 0.3631
H 1.6025 -1.2480 0.4051 2.082 0.976 -0.360 0.3743
H 0.4240 -2.5319 0.0009 -0.579 1.792 1.469 0.1835
H 3.3217 0.8712 -3.1090 0.094 -0.443 -1.280 0.2868
H -0.8015 -1.1610 4.7166 -0.901 0.271 0.225 0.2951
H -2.5878 -1.7521 4.4330 0.374 -0.064 0.593 0.2811
H -1.0817 -2.6148 4.0205 0.788 -3.174 -0.290 0.3789
H -3.8414 -1.7038 1.1665 0.742 0.437 0.478 0.3618
H -2.4941 -1.8625 0.1541 0.548 -0.236 -0.493 0.3619
H -2.8428 -2.9890 1.4652 0.420 -1.939 0.197 0.3888
H -1.4018 1.5674 2.4734 -0.096 -0.169 -0.544 0.2797
H -2.2780 0.9314 0.9921 -0.536 0.495 -0.096 0.2141
H -3.0159 0.9594 2.7717 0.293 0.088 -1.397 0.2984
H 3.6073 0.8412 -0.5005 1.264 -0.901 -0.969 0.4541
```
Positions in Å, forces in eV/Å.

Summary:
Kohn-Sham gap: 8.179 eV
SMILES string: C/C=C1\C=CC=CC1.C=N[Si](C)(C)C
HOMO level: -7.587 eV
Energy above the lowest of the compared OMol25 structures with the same formula, charge and spin: 90.45 kcal/mol

no.,E (eV)
1,-34861.7141
2,-15655.1923
3,-57727.9805
4,-22149.2243